DFT (ωB97M-V/def2-TZVPD) results for a 2-piece molecular cluster, C6H17N4O overall.

CARTESIAN COORDINATES (ANGSTROEM)
C: -0.955 -0.777 -1.542
C: -1.844 -1.265 -2.657
C: -1.571 -0.221 -0.350
O: -1.210 0.846 0.077
N: -2.445 -1.038 0.330
H: -0.127 -1.554 -1.274
H: -0.277 0.026 -2.051
H: -2.021 -2.323 -2.416
H: -1.443 -1.053 -3.692
H: -3.028 -0.677 1.063
H: -2.887 -1.863 -0.093
H: -2.844 -0.680 -2.542
C: 1.464 1.798 0.417
C: 0.554 2.992 0.921
C: 1.422 -0.581 1.098
N: 0.885 0.684 1.143
N: 2.825 -0.670 1.050
N: 0.746 -1.776 1.225
H: 1.521 1.723 -0.740
H: 2.535 1.926 0.684
H: 0.925 3.099 2.003
H: -0.464 2.731 0.981
H: -0.074 0.774 1.450
H: 3.285 0.196 0.818
H: 3.201 -1.622 1.316
H: -0.051 -2.014 0.615
H: 1.072 -2.609 1.689
H: 0.805 3.930 0.476

The largest force on an atom comes out at 5.29 eV/A. As for the spin multiplicity: 1. As for the energy relative to the best compared isomer or geometry (same formula, charge and spin): 49.6 kcal per mole. The electronic energy is -14498.996 eV. The orbital gap comes out at 10.51 eV. Its charge is +1.

Okay, here come the Löwdin numbers, in e, for every atom: atom 1 (C): -0.23, atom 2 (C): -0.10, atom 3 (C): -0.58, atom 4 (O): 0.03, atom 5 (N): 0.18, atom 6 (H): 0.14, atom 7 (H): 0.15, atom 8 (H): 0.07, atom 9 (H): 0.10, atom 10 (H): 0.12, atom 11 (H): 0.12, atom 12 (H): 0.12, atom 13 (C): -0.21, atom 14 (C): -0.04, atom 15 (C): -0.32, atom 16 (N): 0.04, atom 17 (N): 0.18, atom 18 (N): 0.17, atom 19 (H): 0.15, atom 20 (H): 0.11, atom 21 (H): 0.11, atom 22 (H): 0.04, atom 23 (H): 0.12, atom 24 (H): 0.09, atom 25 (H): 0.16, atom 26 (H): 0.09, atom 27 (H): 0.12, atom 28 (H): 0.07

DFT (ωB97M-V/def2-TZVPD) results for the molecule C4H6N2O.

CARTESIAN COORDINATES (ANGSTROEM)
O: 1.661 2.148 0.433
C: 0.878 1.241 0.251
N: 1.248 -0.096 0.438
C: 0.498 -1.044 -0.336
C: -0.766 -0.354 -0.663
C: -1.376 0.406 0.403
N: -0.466 1.353 -0.226
H: 2.246 -0.210 0.515
H: -0.021 -1.851 0.210
H: 1.065 -1.496 -1.167
H: -1.349 -0.868 -1.449
H: -2.397 0.680 0.173
H: -1.216 0.113 1.437

The largest force on an atom comes out at 1.95 eV/A. As for the spin multiplicity: 1. As for the energy relative to the best compared isomer or geometry (same formula, charge and spin): 57.4 kcal per mole. Its SMILES is O=C1NC[C@H]2CN12. The electronic energy is -9271.014 eV. The orbital gap comes out at 10.34 eV.

Okay, here come the Löwdin numbers, in e, for every atom: atom 1 (O): 0.07, atom 2 (C): -0.53, atom 3 (N): 0.07, atom 4 (C): -0.20, atom 5 (C): -0.11, atom 6 (C): -0.20, atom 7 (N): 0.12, atom 8 (H): 0.14, atom 9 (H): 0.13, atom 10 (H): 0.13, atom 11 (H): 0.14, atom 12 (H): 0.11, atom 13 (H): 0.13

DFT (ωB97M-V/def2-TZVPD) results for a 2-piece molecular cluster, C5H10O overall.

CARTESIAN COORDINATES (ANGSTROEM)
C: -1.304 0.164 -0.756
C: -0.754 -0.708 0.373
C: -0.938 -0.067 1.745
C: 2.043 0.878 -0.505
O: 1.725 1.688 0.273
C: 2.395 -0.036 -1.380
H: -1.093 -0.264 -1.743
H: -0.869 1.171 -0.722
H: -2.391 0.274 -0.667
H: -1.243 -1.690 0.347
H: -0.465 0.922 1.770
H: -0.485 -0.675 2.535
H: -2.000 0.063 1.984
H: 1.651 -0.737 -1.732
H: 3.416 -0.081 -1.735
H: 0.313 -0.904 0.212

The largest force on an atom comes out at 1.07 eV/A. As for the spin multiplicity: 1. As for the energy relative to the best compared isomer or geometry (same formula, charge and spin): 26.6 kcal per mole. Its SMILES is C=C=O.CCC. The electronic energy is -7393.612 eV. The orbital gap comes out at 10.33 eV.

Okay, here come the Löwdin numbers, in e, for every atom: atom 1 (C): -0.13, atom 2 (C): -0.33, atom 3 (C): -0.12, atom 4 (C): -0.29, atom 5 (O): 0.16, atom 6 (C): 0.01, atom 7 (H): 0.07, atom 8 (H): 0.07, atom 9 (H): 0.07, atom 10 (H): 0.10, atom 11 (H): 0.06, atom 12 (H): 0.07, atom 13 (H): 0.07, atom 14 (H): 0.06, atom 15 (H): 0.06, atom 16 (H): 0.07